[1]
The following is a quantum chemistry calculation of a cluster of 8 separate species, C14H30Br14O in total at a distorted geometry, from the OMol25 dataset.

* orbital gap: 9.61 eV
* energy relative to the best compared isomer or geometry (same formula, charge and spin): 25.1 kcal per mole
* highest occupied orbital energy: -9.509 eV
* strongest force on any atom: 0.03924 hartree/bohr

Last column: Löwdin charge in e.
Geometry (Å):
H (3.242, -20.937, -6.538)  0.011
H (5.256, -20.103, -5.354)  -0.013
Br (7.767, -24.273, -11.839)  0.585
H (7.755, -23.202, -9.459)  -0.012
C (7.533, -22.841, -10.464)  -0.677
Br (3.299, -18.103, -6.668)  0.638
C (2.380, -25.507, -1.709)  -0.553
H (2.938, -21.305, -4.819)  -0.006
C (8.008, -18.294, -7.426)  -0.635
H (0.857, -16.324, -6.736)  0.051
C (0.638, -21.751, -3.365)  -0.669
H (6.934, -24.236, -4.829)  0.052
Br (0.046, -20.010, -2.569)  0.576
H (8.399, -19.286, -7.652)  0.037
H (4.477, -21.321, -0.815)  -0.103
H (7.373, -25.887, -7.507)  0.053
H (1.487, -25.007, -2.082)  -0.032
H (-1.340, -22.568, -3.411)  0.054
C (3.562, -21.533, -5.684)  -0.692
H (1.097, -19.370, -7.408)  0.057
Br (0.186, -24.401, -4.306)  0.639
H (2.881, -27.032, -3.280)  0.055
C (9.134, -17.334, -7.759)  -0.668
Br (3.303, -23.501, -5.941)  0.613
C (1.345, -18.533, -6.755)  -0.639
H (3.254, -25.492, -3.747)  -0.018
Br (3.445, -24.046, -0.742)  0.552
Br (5.613, -21.704, -8.720)  0.671
C (7.230, -25.766, -6.433)  -0.633
Br (7.560, -18.254, -5.458)  0.589
Br (5.046, -21.630, -3.359)  0.684
H (4.750, -20.696, 0.536)  0.035
O (4.039, -20.922, -0.064)  -0.111
H (5.640, -21.811, -5.786)  -0.020
Br (8.434, -23.024, -6.569)  0.575
H (0.935, -18.795, -5.780)  0.035
H (8.787, -16.305, -7.667)  0.059
H (8.402, -22.213, -10.656)  0.057
H (8.100, -26.173, -5.917)  0.049
H (-0.304, -23.290, -2.095)  0.058
Br (5.216, -26.452, -2.465)  0.471
H (2.031, -26.044, -0.827)  0.047
C (-0.349, -22.915, -3.117)  -0.602
H (6.004, -21.538, -11.254)  0.070
C (6.155, -22.311, -10.501)  -0.674
H (6.100, -23.997, -6.315)  -0.032
H (7.138, -17.963, -7.993)  0.059
Br (5.762, -26.991, -5.908)  0.572
H (9.988, -17.381, -7.084)  0.048
H (1.664, -21.886, -3.022)  0.029
C (7.053, -24.335, -5.907)  -0.635
H (0.680, -21.516, -4.428)  0.023
H (1.099, -17.090, -8.314)  0.048
C (4.950, -21.146, -5.268)  -0.663
C (3.226, -26.096, -2.840)  -0.597
C (0.685, -17.231, -7.315)  -0.659
H (5.489, -23.128, -10.778)  0.041
Br (9.860, -17.697, -9.590)  0.573
Br (-1.282, -17.593, -7.369)  0.576

***

[2]
The following is a quantum chemistry calculation of the ion CH2NO2 with charge -1 at a distorted geometry, from the OMol25 dataset.

* total charge: -1
* orbital gap (alpha / beta): 6.32 / 6.32 eV
* energy relative to the best compared isomer or geometry (same formula, charge and spin): 130.0 kcal per mole
* highest occupied orbital energy (alpha / beta): -1.632 / -1.629 eV
* strongest force on any atom: 0.12595 hartree/bohr

Last column: Löwdin charge in e.
Geometry (Å):
O (-1.048, -0.252, -1.314)  -0.432
N (-0.416, -0.694, -0.254)  -0.298
O (1.450, 0.801, 1.400)  -0.240
C (0.581, 0.450, 0.431)  -0.206
H (0.551, 1.121, -0.467)  0.066
H (-1.119, -1.427, 0.204)  0.111

***

[3]
The following is a quantum chemistry calculation of a cluster of 6 separate species, C16H32O18S4 in total at a distorted geometry, from the OMol25 dataset.

* orbital gap: 9.57 eV
* energy relative to the best compared isomer or geometry (same formula, charge and spin): 69.1 kcal per mole
* highest occupied orbital energy: -9.291 eV
* strongest force on any atom: 0.09184 hartree/bohr

Last column: Löwdin charge in e.
Geometry (Å):
C (1.179, 1.004, 0.481)  -0.190
H (0.397, -5.694, -3.336)  0.122
C (2.530, 0.540, 1.024)  -0.216
S (-0.566, 2.264, 4.023)  0.748
H (-2.187, 2.572, -3.843)  0.110
H (-0.158, 2.231, 7.535)  0.132
C (-0.240, -1.355, 3.824)  -0.157
O (-0.265, -5.547, -5.339)  -0.220
H (-3.880, 3.516, -2.211)  0.115
C (-0.161, -3.730, 4.268)  -0.163
O (4.669, 3.071, -3.360)  -0.246
O (-2.649, 2.976, -0.649)  -0.121
C (-1.567, 1.438, -1.989)  -0.175
H (-1.199, -2.448, 2.005)  0.110
H (0.252, -0.508, 3.344)  0.087
H (-1.708, 1.375, 0.268)  0.103
H (-2.215, 4.266, -2.205)  0.120
O (1.210, -2.443, 0.881)  -0.236
H (1.309, -2.354, 5.008)  0.108
H (1.302, 1.317, -5.371)  0.136
H (0.210, -4.620, 3.761)  0.112
S (3.657, 2.071, -2.986)  0.763
H (-0.654, -1.008, 4.770)  0.109
O (-2.048, -4.502, -6.899)  -0.255
S (1.422, -1.455, -0.164)  0.751
H (-0.570, 1.876, -2.035)  0.083
S (-1.644, -4.577, -5.469)  0.770
H (0.280, 2.903, -3.314)  0.104
H (1.513, 3.458, -4.510)  0.129
C (0.590, -5.156, -4.264)  -0.168
H (1.274, -3.172, -4.538)  0.124
C (0.740, -2.479, 4.086)  -0.174
H (1.284, 1.798, -0.259)  0.125
H (2.534, 0.262, 2.078)  0.128
O (0.479, -0.112, 0.032)  -0.203
C (-1.311, -2.142, 3.045)  -0.216
H (1.348, -2.700, 3.210)  0.085
H (3.334, 1.252, 0.836)  0.135
H (-0.888, 4.645, 6.467)  0.132
C (-1.146, 3.637, 6.141)  -0.134
H (-0.212, -3.963, 5.331)  0.107
C (0.354, -3.609, -4.150)  -0.150
O (-1.155, 3.643, 4.705)  -0.210
C (-2.233, 1.595, -0.662)  -0.186
H (-2.207, -1.522, 3.022)  0.114
H (0.541, 1.360, 1.289)  0.096
O (0.729, 2.509, 3.402)  -0.244
H (-1.534, 0.389, -2.284)  0.122
H (0.227, -3.275, -3.120)  0.104
O (-0.869, -3.260, -4.837)  -0.218
H (-3.139, 1.012, -0.495)  0.127
C (-0.099, 2.522, 6.486)  -0.196
H (0.964, 2.757, 6.451)  0.125
H (-3.468, 1.656, -3.075)  0.118
O (1.525, -1.847, -1.542)  -0.235
O (-0.421, 1.541, 5.537)  -0.212
O (2.788, -0.591, 0.319)  -0.197
O (-1.476, -3.336, 3.774)  -0.135
C (-2.539, 2.192, -2.884)  -0.172
O (3.026, 1.179, -4.200)  -0.187
O (2.229, 2.899, -2.668)  -0.222
C (1.637, 1.356, -4.334)  -0.176
O (-2.577, -5.045, -4.450)  -0.254
H (1.166, 0.528, -3.804)  0.124
O (3.958, 1.175, -1.847)  -0.255
H (-2.086, 3.321, 6.593)  0.129
O (-1.670, 1.644, 3.258)  -0.243
C (1.273, 2.736, -3.730)  -0.148
H (1.632, -5.421, -4.442)  0.126
C (-2.820, 3.385, -1.992)  -0.225

***

[4]
The following is a quantum chemistry calculation of a structure of composition C29H29BrN8O7P2Ta at a distorted geometry, from the OMol25 dataset.

* total charge: +3
* orbital gap: 5.33 eV
* energy relative to the best compared isomer or geometry (same formula, charge and spin): 40.0 kcal per mole
* highest occupied orbital energy: -14.912 eV
* strongest force on any atom: 0.03574 hartree/bohr

Last column: Löwdin charge in e.
Geometry (Å):
P (0.322, 2.460, -2.901)  0.380
N (-2.893, 1.143, -1.414)  -0.033
H (2.854, 2.261, -3.861)  0.164
H (3.437, -3.451, 6.178)  0.116
C (3.246, -3.317, 4.061)  -0.018
H (4.229, -0.096, 1.209)  0.141
H (0.572, -2.343, -4.293)  0.140
H (-6.181, 2.398, -3.015)  0.145
C (2.421, -5.176, 5.401)  -0.057
C (-4.468, 2.945, -1.816)  -0.119
N (1.083, -0.034, 0.292)  -0.045
C (1.930, -5.846, 4.302)  0.012
N (-1.516, 2.520, 0.311)  -0.036
C (-3.967, 5.114, -0.886)  -0.017
C (3.417, -2.741, 0.867)  -0.042
N (2.646, -1.488, 0.747)  0.033
C (-3.655, 0.333, -2.133)  -0.067
C (-1.219, 0.209, 2.003)  -0.274
O (-1.143, 2.583, -2.930)  -0.210
O (-0.707, -0.231, -2.423)  -0.384
O (0.737, 1.946, -1.487)  -0.394
H (-2.258, 5.229, 0.423)  0.132
Br (-0.162, 1.006, 6.486)  0.863
H (-0.533, 2.773, 4.157)  0.129
O (1.794, -0.705, -2.371)  -0.247
N (2.754, -3.755, 1.603)  -0.077
C (-4.775, 4.316, -1.647)  0.026
H (2.977, 0.914, -4.820)  0.188
C (-1.371, 2.630, 1.606)  0.026
P (0.624, -0.414, -3.224)  0.409
C (-4.865, 0.739, -2.698)  0.009
H (4.355, -2.485, 1.356)  0.150
H (-1.718, 3.539, 2.095)  0.164
H (0.161, -2.994, 0.979)  0.094
O (0.362, -1.400, -4.407)  -0.042
H (-0.475, -2.103, -0.402)  0.063
H (-0.559, 1.302, -5.506)  0.109
C (-5.262, 2.046, -2.562)  0.067
H (-5.655, 4.724, -2.127)  0.138
H (0.806, 2.352, -5.878)  0.108
C (1.028, 1.203, -4.055)  -0.468
C (-0.906, -0.589, 4.248)  -0.043
H (1.446, -6.810, 4.381)  0.127
O (1.200, 3.717, -3.260)  -0.056
H (3.741, -2.357, 3.979)  0.107
H (-1.486, -1.822, 2.590)  0.135
C (-2.850, 4.581, -0.214)  0.026
N (2.539, 1.293, -3.977)  0.217
C (-1.227, -0.825, 2.925)  0.030
H (-4.193, 6.166, -0.773)  0.130
C (-0.612, 0.707, 4.687)  -0.662
O (-1.464, -0.005, 0.695)  -0.221
H (-0.893, -1.408, 4.955)  0.128
H (-3.291, -0.677, -2.274)  0.128
C (-0.691, 1.762, 3.805)  -0.041
H (0.923, -3.186, -0.582)  0.092
C (-0.987, 1.540, 2.450)  -0.130
N (1.764, -5.652, 1.786)  0.098
C (-3.301, 2.434, -1.218)  -0.176
C (0.437, -2.460, 0.069)  0.015
C (-2.524, 3.262, -0.371)  -0.209
C (3.066, -3.933, 5.283)  -0.059
C (0.528, 1.375, -5.480)  -0.036
C (1.368, -1.340, 0.366)  -0.319
C (3.208, -0.236, 0.898)  -0.004
N (2.159, -4.799, 0.941)  0.046
H (0.927, 0.594, -6.128)  0.104
C (2.241, 0.658, 0.603)  -0.100
C (2.105, -5.240, 3.058)  -0.212
H (2.271, 1.734, 0.622)  0.116
H (-5.460, 0.025, -3.248)  0.131
Ta (-0.735, 0.838, -0.796)  1.979
H (2.320, -5.619, 6.383)  0.117
H (2.832, 0.705, -3.166)  0.144
H (3.622, -3.132, -0.130)  0.153
C (2.764, -4.005, 2.953)  -0.171
H (0.785, 4.598, -3.276)  0.142

***

[5]
The following is a quantum chemistry calculation of the ion C5H12N with charge +1 at a distorted geometry, from the OMol25 dataset.

* total charge: +1
* orbital gap: 12.96 eV
* energy relative to the best compared isomer or geometry (same formula, charge and spin): 16.3 kcal per mole
* highest occupied orbital energy: -16.119 eV
* strongest force on any atom: 0.05185 hartree/bohr

Last column: Löwdin charge in e.
Geometry (Å):
C (0.842, 1.365, -0.996)  -0.066
H (-1.157, 0.225, -1.523)  0.159
H (-0.764, 1.745, 0.503)  0.158
H (-2.093, 0.007, -0.133)  0.174
H (1.673, -0.120, 1.052)  0.124
H (-1.102, -2.193, -0.689)  0.141
H (0.483, 0.513, 2.176)  0.128
H (0.475, 1.744, -1.966)  0.099
H (0.468, -2.072, 1.585)  0.127
C (-0.087, 0.975, 0.104)  -0.226
H (0.351, -1.323, -1.076)  0.128
H (1.446, 2.251, -0.758)  0.109
C (-0.445, -1.383, -0.345)  -0.120
H (-1.046, -1.115, 1.643)  0.124
N (-1.169, -0.065, -0.548)  0.093
C (-0.103, -1.291, 1.113)  -0.128
C (0.615, 0.104, 1.161)  -0.125
H (1.610, 0.632, -1.301)  0.101

***

[6]
The following is a quantum chemistry calculation of an isolated molecule of C8H14N2O2S2 at a distorted geometry, from the OMol25 dataset.

* orbital gap: 9.58 eV
* energy relative to the best compared isomer or geometry (same formula, charge and spin): 68.8 kcal per mole
* highest occupied orbital energy: -8.999 eV
* strongest force on any atom: 0.11058 hartree/bohr

Last column: Löwdin charge in e.
Geometry (Å):
H (0.817, -0.795, -0.919)  0.060
H (-1.014, 1.462, -1.025)  0.109
H (0.105, -0.006, -2.771)  0.065
H (-0.249, 1.627, -3.329)  0.069
N (-1.890, -1.046, 0.163)  -0.129
C (-0.720, -2.055, 0.013)  -0.143
H (1.526, -2.041, -0.218)  0.113
H (-0.860, -2.623, -0.895)  0.096
C (3.343, 1.930, 2.472)  -0.069
S (0.790, 0.755, 3.425)  1.042
H (2.955, 2.885, 2.655)  0.035
H (-1.269, 0.261, -3.848)  0.102
H (-0.537, -2.690, 0.785)  0.069
S (-2.577, -0.271, -1.280)  0.687
N (2.155, 0.258, 1.233)  0.080
H (-0.745, -0.935, 2.313)  0.077
H (3.966, 1.587, 3.328)  0.074
C (0.210, -0.378, 2.263)  -0.394
C (-0.669, 0.708, -3.014)  -0.114
C (2.138, 0.944, 2.341)  -0.629
O (-2.727, -1.313, -2.267)  -0.328
O (-3.957, 0.199, -0.905)  -0.351
H (-2.318, 1.863, -2.039)  0.117
C (1.024, -0.519, 1.201)  -0.409
H (-2.737, -1.414, 0.611)  0.092
C (0.738, -1.332, -0.024)  -0.098
H (4.076, 1.887, 1.609)  0.095
C (-1.576, 1.052, -1.878)  -0.315

***

Q: Which of these has the highest strongest force on any atom?
A: CH2NO2

***

Q: The lowest energy relative to the best compared isomer or geometry (same formula, charge and spin) belongs to which entry?
A: C5H12N

***

Q: What is the energy relative to the best compared isomer or geometry (same formula, charge and spin) in the fifth record?
A: 16.3 kcal per mole

***

Q: Look up the strongest force on any atom of the first one.
A: 0.03924 hartree/bohr